C31H25IIrN7O8 as an isolated structure, computed with ωB97M-V/def2-TZVPD.

Output
⟨S²⟩ = 0.76
ΔE to the lowest compared entry with this formula, charge and spin = 4.6501 eV
HOMO-LUMO gap (alpha / beta) = 5.29 / 5.64 eV
Lowest unoccupied orbital energy (alpha / beta) = -5.8 / -5.4 eV

Geometry as ORCA input:
```
! wB97M-V def2-TZVPD RIJCOSX def2/J DEFGRID3
* xyz 1 2
Ir -0.40 -2.13 0.60
O -2.04 1.52 5.57
C -1.76 0.71 4.54
C -2.64 0.50 3.47
C -2.25 -0.36 2.47
N -1.09 -1.00 2.49
C -0.24 -0.77 3.48
C -0.52 0.06 4.53
C 1.14 -1.39 3.30
O 1.93 -1.30 4.20
O 1.30 -1.92 2.14
C -3.08 -0.57 1.20
O -4.05 0.13 1.04
O -2.60 -1.49 0.46
H -2.91 1.93 5.48
H -3.60 1.00 3.40
H 0.20 0.22 5.32
O -0.38 -1.00 -1.68
C -0.18 0.07 -1.12
N -0.05 1.29 -1.66
C 0.03 2.32 -0.62
C 0.01 1.41 0.67
O 0.04 1.81 1.81
N -0.04 0.12 0.24
C -1.18 3.26 -0.66
C -1.84 3.70 0.48
C -2.91 4.58 0.37
C -3.32 5.03 -0.87
C -2.66 4.60 -2.01
C -1.60 3.72 -1.91
C 1.34 3.08 -0.63
C 2.23 2.95 -1.69
C 3.39 3.71 -1.73
C 3.69 4.58 -0.69
C 2.81 4.70 0.38
C 1.64 3.96 0.41
H -0.33 1.50 -2.60
H -1.53 3.34 1.45
H -3.42 4.90 1.27
H -4.16 5.71 -0.95
H -2.97 4.96 -2.98
H -1.08 3.42 -2.81
H 2.02 2.27 -2.50
H 4.06 3.63 -2.57
H 4.60 5.16 -0.71
H 3.04 5.36 1.20
H 0.97 4.03 1.25
I -0.86 -4.69 2.07
C -1.74 -4.79 0.16
C -2.40 -5.89 -0.33
C -2.90 -5.79 -1.62
C -2.73 -4.61 -2.34
C -2.04 -3.57 -1.75
N -1.56 -3.68 -0.52
H -2.50 -6.79 0.26
H -3.42 -6.63 -2.07
H -3.11 -4.51 -3.34
H -1.85 -2.63 -2.25
C 4.56 -2.11 -2.07
N 3.29 -2.66 -1.65
C 2.65 -3.80 -2.27
C 1.41 -3.99 -1.39
O 0.62 -4.90 -1.47
N 1.39 -2.94 -0.50
C 2.51 -2.20 -0.66
N 2.80 -1.14 0.06
H 5.11 -2.88 -2.60
H 5.15 -1.81 -1.20
H 4.42 -1.25 -2.73
H 3.27 -4.70 -2.25
H 2.35 -3.60 -3.30
H 2.28 -1.03 0.93
H 3.71 -0.71 0.00
*
```



C30H27CaCl3N7O7S2 as an isolated structure, computed with ωB97M-V/def2-TZVPD.

Output
ΔE to the lowest compared entry with this formula, charge and spin = 0.6358 eV
HOMO-LUMO gap = 7.30 eV
Lowest unoccupied orbital energy = 2.2 eV

Geometry as ORCA input:
```
! wB97M-V def2-TZVPD RIJCOSX def2/J DEFGRID3
* xyz -1 1
Ca 0.33 0.82 0.67
Cl -5.52 -3.23 3.57
C -4.25 -2.10 3.14
C -3.70 -1.28 4.14
C -2.71 -0.38 3.83
C -2.18 -0.26 2.50
O -1.22 0.53 2.26
C -2.79 -1.10 1.51
C -2.38 -1.07 0.12
O -1.46 -0.43 -0.37
C -3.81 -1.99 1.85
H -4.06 -1.36 5.15
H -2.27 0.25 4.59
H -2.99 -1.71 -0.54
H -4.25 -2.61 1.07
Cl -2.35 5.67 -5.00
C -1.87 4.75 -3.59
C -0.54 4.78 -3.17
C -0.16 4.05 -2.08
Cl 1.49 4.12 -1.54
C -1.06 3.21 -1.33
O -0.66 2.50 -0.38
C -2.42 3.28 -1.76
C -3.51 2.64 -1.03
O -3.47 2.12 0.07
C -2.80 4.02 -2.89
H 0.19 5.37 -3.71
H -4.47 2.65 -1.58
H -3.84 4.02 -3.20
N 3.90 -0.52 0.90
C 3.86 0.80 1.22
N 2.76 1.45 1.49
C 3.03 2.74 1.87
C 4.33 3.09 1.88
S 5.30 1.75 1.41
C 1.87 3.59 2.19
C 1.88 4.90 2.55
S 0.26 5.45 2.75
C -0.31 3.86 2.33
N 0.63 3.01 2.08
N -1.64 3.57 2.32
H 2.99 -0.93 0.68
H 4.66 -0.81 0.30
H 4.77 4.05 2.11
H 2.72 5.56 2.68
H -2.26 4.33 2.13
H -1.88 2.71 1.82
C -0.33 -3.23 3.03
C 0.53 -2.08 2.77
N 1.19 -1.16 2.56
H 0.04 -4.08 2.48
H -1.33 -2.99 2.67
H -0.37 -3.43 4.10
C 3.54 -4.02 -1.30
C 2.21 -4.42 -1.94
C 1.26 -3.24 -2.17
C -0.07 -3.75 -2.75
C -1.03 -2.63 -3.14
C 1.88 -2.33 -3.21
O 2.24 -2.73 -4.30
N 1.98 -1.01 -2.87
C 1.69 -0.48 -1.61
O 1.83 0.74 -1.46
N 1.30 -1.27 -0.60
C 0.98 -2.56 -0.81
O 0.49 -3.27 0.06
H 4.18 -4.88 -1.16
H 3.38 -3.56 -0.33
H 4.07 -3.30 -1.94
H 1.69 -5.13 -1.29
H 2.38 -4.90 -2.90
H -0.52 -4.38 -1.98
H 0.16 -4.37 -3.61
H -1.20 -1.94 -2.31
H -2.00 -3.05 -3.44
H -0.65 -2.06 -3.98
H 2.32 -0.36 -3.56
*
```



C31H48Cl2N3O3P3Pt as an isolated structure, computed with ωB97M-V/def2-TZVPD.

Output
ΔE to the lowest compared entry with this formula, charge and spin = 0.8713 eV
HOMO-LUMO gap = 6.60 eV
Lowest unoccupied orbital energy = -6.0 eV

Geometry as ORCA input:
```
! wB97M-V def2-TZVPD RIJCOSX def2/J DEFGRID3
* xyz 2 1
Pt -1.14 -0.20 -0.58
C -3.19 2.23 0.70
P -2.94 1.03 -0.61
C -2.96 1.92 -2.17
C -4.40 -0.05 -0.55
C -4.12 -1.31 -1.37
P -2.53 -2.04 -0.80
C -2.10 -3.16 -2.15
C -2.99 -3.09 0.60
H -4.17 2.68 0.52
H -2.42 3.00 0.69
H -3.23 1.74 1.68
H -3.89 2.48 -2.28
H -2.86 1.21 -3.00
H -2.11 2.60 -2.19
H -5.29 0.49 -0.88
H -4.56 -0.31 0.51
H -3.99 -1.06 -2.42
H -4.93 -2.04 -1.30
H -2.95 -3.82 -2.35
H -1.24 -3.77 -1.89
H -1.89 -2.58 -3.04
H -3.80 -3.75 0.30
H -3.32 -2.49 1.45
H -2.13 -3.69 0.89
Cl 6.21 -3.63 -0.62
C 4.72 -2.84 -0.34
C 4.68 -1.47 -0.18
C 3.47 -0.82 0.05
Cl 3.46 0.89 0.14
C 2.29 -1.56 0.15
O 1.08 -0.86 0.32
C 2.33 -2.95 -0.05
C 1.13 -3.80 -0.12
O -0.01 -3.41 0.06
C 3.54 -3.58 -0.29
H 5.58 -0.88 -0.26
H 1.32 -4.85 -0.36
H 3.57 -4.65 -0.45
C 1.49 -1.19 4.69
N 0.38 -2.00 4.20
C -0.89 -1.34 4.50
N -0.93 0.01 3.95
C 0.19 0.81 4.50
N 1.47 0.19 4.19
C 1.68 0.23 2.74
P 0.40 -0.72 1.82
C 0.45 -2.30 2.77
C -1.15 0.10 2.55
H 2.43 -1.66 4.41
H 1.43 -1.16 5.77
H -1.00 -1.27 5.58
H -1.72 -1.93 4.11
H 0.06 0.86 5.58
H 0.15 1.82 4.09
H 2.66 -0.17 2.49
H 1.65 1.26 2.38
H 1.37 -2.84 2.54
H -0.39 -2.94 2.50
H -2.02 -0.45 2.22
H -1.14 1.13 2.19
C -0.21 0.01 -4.32
C 0.66 -0.15 -3.07
C 1.75 -1.18 -3.33
C 1.19 1.20 -2.59
C 2.18 1.75 -3.41
C 2.78 2.96 -3.14
C 2.35 3.67 -2.03
C 1.34 3.20 -1.20
C 0.87 4.14 -0.10
C 0.82 3.57 1.32
C -0.46 4.79 -0.50
C 0.77 1.94 -1.47
O -0.14 1.52 -0.52
H -0.69 -0.93 -4.60
H 0.41 0.33 -5.16
H -0.97 0.78 -4.18
H 0.00 -0.61 -2.31
H 2.38 -0.88 -4.17
H 1.31 -2.15 -3.59
H 2.41 -1.31 -2.47
H 2.50 1.20 -4.29
H 3.55 3.35 -3.78
H 2.79 4.64 -1.81
H 1.61 4.94 -0.07
H 0.13 2.73 1.37
H 0.49 4.34 2.03
H 1.81 3.23 1.64
H -1.23 4.02 -0.64
H -0.36 5.33 -1.44
H -0.81 5.50 0.26
*
```



C33H47BN4O2P2Pt as an isolated structure, computed with ωB97M-V/def2-TZVPD.

Output
⟨S²⟩ = 2.01
ΔE to the lowest compared entry with this formula, charge and spin = 0.0000 eV
HOMO-LUMO gap (alpha / beta) = 5.26 / 6.03 eV
Lowest unoccupied orbital energy (alpha / beta) = 0.3 / -2.2 eV

Geometry as ORCA input:
```
! wB97M-V def2-TZVPD RIJCOSX def2/J DEFGRID3
* xyz 0 3
Pt -0.12 -0.25 -0.58
C -1.34 1.66 -0.91
C -1.59 0.69 -1.90
C -1.10 0.79 -3.32
C 0.18 0.02 -3.69
C 1.16 -0.05 -2.55
C 1.46 1.04 -1.72
C 0.93 2.44 -1.84
C -0.33 2.76 -0.99
C 1.33 -1.37 0.26
H -2.08 1.77 -0.11
H -2.54 0.14 -1.83
H -1.01 1.85 -3.59
H -1.91 0.33 -3.90
H -0.12 -1.01 -3.95
H 0.63 0.44 -4.61
H 1.86 -0.89 -2.59
H 2.37 0.96 -1.12
H 0.74 2.71 -2.88
H 1.70 3.12 -1.45
H -0.02 2.96 0.04
H -0.77 3.69 -1.37
H 1.62 -1.02 1.26
H 2.20 -1.50 -0.38
H 0.81 -2.34 0.39
P 1.42 -1.10 -7.79
P -1.90 -0.63 -7.43
N 2.83 -0.07 -7.98
N 2.06 -2.41 -8.93
N -2.10 1.12 -7.43
N -3.57 -1.01 -8.08
C 0.38 -0.26 -9.08
C -1.08 -0.74 -9.10
C 3.45 0.58 -6.89
C 4.47 1.38 -7.37
C 4.50 1.24 -8.79
C 3.47 0.39 -9.13
C 2.19 -3.75 -8.59
C 2.66 -4.48 -9.68
C 2.83 -3.55 -10.75
C 2.42 -2.31 -10.28
C -1.82 1.87 -6.28
C -1.92 3.22 -6.57
C -2.24 3.33 -7.96
C -2.30 2.04 -8.47
C -4.35 -0.31 -9.01
C -5.41 -1.12 -9.42
C -5.25 -2.38 -8.75
C -4.12 -2.29 -7.97
H 0.80 -0.42 -10.08
H 0.43 0.82 -8.88
H -1.65 -0.18 -9.85
H -1.14 -1.80 -9.38
H 3.09 0.39 -5.89
H 5.14 2.00 -6.77
H 5.20 1.70 -9.48
H 3.15 0.09 -10.12
H 1.90 -4.08 -7.60
H 2.86 -5.54 -9.71
H 3.22 -3.75 -11.74
H 2.31 -1.41 -10.84
H -1.58 1.36 -5.39
H -1.79 4.02 -5.86
H -2.42 4.24 -8.51
H -2.45 1.71 -9.49
H -4.13 0.70 -9.29
H -6.18 -0.84 -10.12
H -5.89 -3.24 -8.86
H -3.64 -3.02 -7.32
C -0.21 -1.40 4.68
C -1.11 -0.76 3.65
C -2.52 -1.15 4.03
O -0.81 -1.28 2.34
B -0.68 -0.23 1.41
O -0.92 1.00 2.04
C -0.92 0.81 3.47
C -2.00 1.68 4.08
C 0.43 1.30 4.00
H -0.47 -1.02 5.67
H 0.85 -1.21 4.50
H -0.36 -2.48 4.66
H -2.62 -2.24 3.93
H -2.71 -0.88 5.08
H -3.28 -0.69 3.40
H -1.92 1.63 5.18
H -1.88 2.74 3.80
H -3.02 1.38 3.79
H 1.25 0.69 3.61
H 0.59 2.33 3.67
H 0.45 1.28 5.10
*
```



A 3-piece molecular cluster, C5H11NO2 overall, computed with ωB97M-V/def2-TZVPD.

Output
ΔE to the lowest compared entry with this formula, charge and spin = 10.4430 eV
HOMO-LUMO gap = 3.29 eV
Lowest unoccupied orbital energy = -4.4 eV

Geometry as ORCA input:
```
! wB97M-V def2-TZVPD RIJCOSX def2/J DEFGRID3
* xyz 0 1
O -2.21 -0.76 -1.83
C -1.30 -1.30 -2.57
C -0.09 -1.85 -2.06
C 0.27 -1.89 -0.54
C 0.61 -0.63 0.33
C 0.22 0.55 -0.29
N 0.21 1.86 0.14
H -1.34 -1.30 -3.72
H -0.32 0.74 2.84
H 0.76 -1.89 -2.79
H 1.02 -2.73 -0.52
H -0.60 -2.30 -0.10
H 0.87 -0.82 1.41
H -0.37 0.36 -1.14
H 0.47 2.06 1.18
H -0.78 2.20 0.13
H 0.23 2.06 2.91
H 1.51 2.63 3.69
O 0.84 3.00 2.92
*
```



C4H11AlF2N2O5S2 as an isolated structure, computed with ωB97M-V/def2-TZVPD.

Output
⟨S²⟩ = 0.76
HOMO-LUMO gap (alpha / beta) = 7.38 / 3.46 eV
Lowest unoccupied orbital energy (alpha / beta) = -5.7 / -9.6 eV

Geometry as ORCA input:
```
! wB97M-V def2-TZVPD RIJCOSX def2/J DEFGRID3
* xyz 1 2
Al 2.01 -0.06 1.88
N 0.51 1.91 3.36
S -0.82 1.97 4.06
O -1.99 2.31 3.26
O -0.81 2.17 5.49
F -1.05 0.39 4.01
S 0.77 3.58 3.52
O 1.46 4.08 4.72
O -0.08 4.52 2.79
F 2.05 3.55 2.48
C 0.91 -3.32 -1.55
C 0.71 -1.80 -1.53
C -0.35 -1.32 -2.46
O -0.42 0.11 -2.50
C -1.36 0.54 -3.53
N 0.40 -1.59 -0.12
H 0.98 -3.67 -2.58
H 0.19 -4.00 -1.10
H 1.87 -3.54 -1.08
H 1.66 -1.34 -1.81
H -1.33 -1.72 -2.21
H -0.08 -1.75 -3.42
H -1.08 1.55 -3.82
H -2.41 0.51 -3.25
H -1.30 -0.03 -4.46
H -0.31 -2.30 0.02
H -0.13 -0.73 -0.16
*
```



Number 1: F_max 4.10 eV Å⁻¹. Number 2: F_max 0.46 eV Å⁻¹. Number 3: F_max 1.68 eV Å⁻¹. Number 4: F_max 3.58 eV Å⁻¹. Number 5: F_max 5.19 eV Å⁻¹. Number 6: F_max 10.97 eV Å⁻¹.